# C4H13N2

A gas-phase ion, C4H13N2 (charge +1) in a non-equilibrium geometry (ωB97M-V/def2-TZVPD, the OMol25 dataset).

Computed properties:
HOMO	-14.61	eV
maximum force	4.53	eV Å⁻¹
calculated total energy	-7331.195	eV
orbital gap	11.7353	eV
SMILES	CC[N@@H+](C)CN
net charge	+1

Last column: Löwdin charge in e.
Geometry (Å):
C 0.20386 -0.82148 -1.74501  -0.0801
C -0.33918 0.55172 -1.33959  -0.1958
N -0.48489 0.70075 0.13936  -0.1034
C -1.34940 -0.42225 0.64093  -0.0284
C 1.02986 0.72798 0.90591  -0.1685
N 1.22046 -0.00718 1.96621  0.0874
H -0.60590 -1.49997 -1.61291  0.0608
H 0.63964 -0.91890 -2.80134  0.1312
H 1.08712 -1.03141 -1.18381  0.0652
H -1.33667 0.61621 -1.82336  0.1426
H 0.38309 1.22111 -1.76726  0.1222
H -0.84427 1.63218 0.28183  0.1575
H -0.81354 -1.29254 0.24906  0.0667
H -1.41361 -0.49634 1.77382  0.1164
H -2.43490 -0.51091 0.17262  0.1541
H 1.62256 0.61407 0.09546  0.0877
H 0.97889 1.74588 1.20829  0.1369
H 1.26226 0.19821 2.95551  0.1338
H 1.19463 -1.00713 1.88428  0.1136